[1]
C30H45BeBrF2I2KN3O12PS | ωB97M-V with the def2-TZVPD basis set

- net charge = -1
- E_LUMO (eV) = -2.50
- HOMO energy (eV) = -4.9
- orbital gap (eV) = 2.44

Each line ends with the Mulliken charge.
Atoms and positions in Å:
H (-3.180, -1.686, 2.956)  0.486
C (-3.772, -1.049, 2.290)  -1.066
O (-2.395, -1.227, 6.873)  -0.292
C (-4.974, 1.950, 2.966)  -0.882
H (5.939, 0.816, -3.524)  0.144
H (-0.506, 2.745, 3.773)  0.357
N (-4.100, 2.351, 1.869)  0.173
H (9.605, 1.479, -5.661)  0.351
C (2.545, -4.932, -3.923)  -0.363
H (7.129, 1.340, -5.635)  0.430
C (1.863, -5.265, -5.233)  -0.758
H (-5.574, 2.800, 3.308)  0.506
N (-2.077, 1.554, 2.908)  0.105
H (7.218, 0.420, -1.445)  0.212
O (-0.414, -6.281, -4.401)  -0.659
H (2.201, -8.274, -3.643)  0.369
H (-4.420, 1.624, 3.850)  -0.013
O (-0.606, -2.324, 7.727)  -0.529
C (-8.080, 2.397, 5.124)  0.886
C (-0.285, 1.754, -4.310)  -0.835
H (-1.232, 0.937, 4.737)  0.435
C (-2.846, 0.009, 8.743)  -0.400
H (-9.648, 2.742, 3.710)  0.412
C (-8.672, 2.995, 6.373)  -1.179
H (-0.634, 1.682, -5.402)  0.273
O (-7.234, 1.524, 5.180)  -0.520
H (-2.165, -2.117, 0.780)  0.389
O (1.032, -7.660, -5.957)  -0.681
C (3.179, 0.425, -3.798)  0.916
H (-5.606, 2.344, 0.342)  0.341
H (9.692, 0.570, -1.467)  0.305
N (-2.915, -0.235, 1.455)  0.217
H (-8.222, 2.522, 7.249)  0.302
C (-1.529, -1.574, 7.866)  0.647
H (-3.820, 0.284, 6.829)  0.194
H (-4.397, -1.720, 1.683)  0.254
H (0.118, 0.726, -4.018)  0.183
Br (4.772, 0.996, -0.349)  -0.111
C (-0.890, 2.436, 2.796)  -1.221
H (-4.443, -0.485, 2.925)  0.246
H (-4.323, 3.565, 0.146)  0.302
C (7.692, 1.171, -4.724)  -0.271
C (1.850, -7.256, -3.469)  -0.643
O (-3.316, 1.400, -0.168)  -0.802
C (3.617, 0.517, -5.337)  0.099
C (2.082, 2.848, -3.629)  -0.858
H (-0.936, -0.925, 1.226)  0.303
C (2.272, 0.776, -1.594)  0.259
C (0.777, 2.945, -4.210)  0.032
O (2.677, 0.017, -6.276)  -0.937
H (-2.655, 0.077, 4.302)  0.140
C (9.802, 1.040, -3.568)  0.007
H (-1.137, 2.006, -3.576)  0.304
H (-0.089, 1.939, 2.242)  0.492
H (-8.062, 2.401, 2.991)  0.220
C (9.131, 0.739, -2.378)  -0.770
P (-2.763, 1.451, 1.269)  0.692
H (1.832, -4.463, -3.238)  0.266
C (9.083, 1.251, -4.737)  -0.560
I (3.442, 4.581, -3.608)  0.163
I (0.127, 4.867, -5.068)  -0.004
S (0.883, -6.711, -4.875)  1.157
O (4.711, 0.968, -5.759)  -0.355
C (-1.925, -1.052, 0.767)  -1.133
H (-9.750, 2.819, 6.394)  0.337
C (-8.575, 2.922, 3.802)  -1.063
O (3.377, -0.144, -1.484)  -0.278
H (-8.361, 3.990, 3.722)  0.318
H (1.223, -4.461, -5.594)  0.402
C (-4.935, 3.027, 0.873)  -0.975
F (9.976, -1.694, -2.521)  -0.641
F (4.824, 3.300, -6.303)  -0.730
Be (12.276, 2.564, -3.717)  -0.038
H (-4.286, -1.209, 7.676)  0.246
C (7.740, 0.655, -2.367)  -0.068
H (-2.365, 0.982, 8.601)  0.278
H (3.376, -4.239, -4.071)  0.273
H (-3.566, 0.086, 9.559)  0.308
H (1.207, -7.230, -2.587)  0.352
H (10.887, 1.109, -3.576)  0.368
H (3.868, -6.636, -3.925)  0.340
C (2.491, 1.429, -3.034)  1.162
H (3.341, -6.170, -2.308)  0.332
H (-1.842, -0.764, -0.283)  0.285
C (3.014, -6.269, -3.346)  -0.751
K (1.702, 0.549, -8.210)  1.044
C (-3.463, -0.515, 7.483)  -0.129
H (-5.574, 3.791, 1.336)  0.294
O (1.332, 0.983, -0.783)  -0.636
H (-8.463, 4.066, 6.407)  0.328
H (-1.153, 3.356, 2.262)  0.354
C (3.414, -0.814, -2.790)  0.227
H (2.593, -5.540, -5.997)  0.383
O (-1.848, -0.957, 9.038)  -0.325
O (3.626, -2.026, -2.992)  -0.563
C (-1.755, 0.514, 3.871)  -0.921
C (7.021, 0.875, -3.534)  0.155
H (-1.109, -0.267, 3.466)  0.248
H (-5.671, 1.167, 2.659)  0.358


[2]
C30H45Cl3Ge2N5ORu | ωB97M-V with the def2-TZVPD basis set

- relative energy (zero: lowest compared OMol25 entry of this formula, charge and spin) (eV) = 1.777
- net charge = +3
- E_LUMO (spin up / spin down) (eV) = -11.68 / -11.68
- HOMO energy (spin up / spin down) (eV) = -17.0 / -17.0
- orbital gap (spin up / spin down) (eV) = 5.33 / 5.33

Each line ends with the Mulliken charge.
Atoms and positions in Å:
H (1.151, -4.516, -4.063)  0.421
H (-2.275, 3.703, 3.405)  0.772
H (4.869, -1.179, -0.366)  0.613
Ge (1.820, 2.913, 1.926)  1.150
C (1.864, -0.163, 3.146)  -1.661
C (0.558, -1.564, 1.813)  -1.225
C (-2.682, 1.333, 3.357)  -0.897
N (0.632, -0.140, 2.272)  2.348
H (-0.550, -0.136, -2.499)  -0.047
H (0.230, 4.514, -1.984)  0.387
H (5.234, -0.224, -4.630)  0.194
H (-3.401, 2.060, 2.996)  0.882
C (4.058, -0.625, -2.271)  0.792
H (-2.279, -1.002, 5.767)  0.513
C (-1.613, 5.014, -0.201)  -0.712
H (6.157, -1.674, -4.692)  0.278
C (1.210, -4.270, -3.003)  -0.647
N (2.072, 0.663, -0.764)  1.039
C (0.597, 3.574, -1.583)  -1.175
H (-2.478, 0.488, -0.338)  -0.031
H (1.468, 3.776, -0.985)  0.466
C (-2.061, -0.401, 4.891)  -1.026
H (-4.082, -1.055, -1.081)  0.505
H (-0.187, -1.387, 4.551)  0.399
H (2.948, 0.167, -3.972)  0.462
N (-0.476, 2.868, -0.792)  1.513
H (1.278, 1.227, -2.603)  0.456
H (1.313, -6.359, -2.457)  0.424
C (-3.659, -3.176, 0.711)  -1.327
C (2.073, 0.694, -2.115)  -0.156
H (-2.805, -1.407, -2.195)  0.563
O (5.502, -2.436, -2.364)  -0.544
H (0.136, -3.220, -0.607)  0.873
H (1.718, -0.884, 3.951)  0.348
H (0.883, 2.960, -2.435)  0.423
C (0.509, -2.505, -1.339)  -0.730
H (0.926, -5.332, -1.095)  0.265
H (-1.101, 1.839, -2.542)  0.429
C (-0.566, 0.140, 3.093)  1.014
H (-4.672, -2.774, 0.795)  0.359
H (-2.342, 1.959, -1.276)  0.415
C (-2.279, 5.806, 0.749)  -0.979
H (-2.975, 5.973, 2.788)  0.496
C (0.368, -3.010, -2.789)  -0.797
C (-3.075, -1.479, -1.127)  -1.364
C (3.114, 0.025, -0.178)  -0.543
H (2.711, -0.513, 2.578)  0.351
C (-2.506, 5.334, 2.050)  -0.993
C (-1.523, 2.464, -1.776)  -1.269
H (0.601, -2.243, 2.668)  0.560
H (-0.366, -1.774, 1.304)  0.220
Cl (3.881, 2.426, 1.992)  -0.224
H (-2.602, 6.805, 0.474)  0.474
H (-3.047, -2.717, 1.499)  0.193
H (-3.932, 0.676, 4.954)  0.525
Ge (-0.515, -0.897, -1.181)  -0.230
H (-0.680, -3.233, -3.022)  0.363
H (0.687, -2.233, -3.490)  0.427
C (-3.098, -2.949, -0.692)  0.075
C (3.036, 0.094, -2.893)  -1.539
H (-0.308, -5.689, -2.324)  0.274
Ru (0.404, 1.327, 0.534)  -0.364
H (-3.702, -3.496, -1.414)  0.535
C (4.085, -0.638, -0.883)  -1.177
H (-1.442, 5.421, -1.189)  0.474
N (5.440, -1.127, -4.237)  -0.347
H (-2.239, -0.833, 0.807)  0.037
C (-0.860, -0.610, 4.194)  -0.753
H (1.413, -1.775, 1.181)  0.130
H (-3.711, -4.243, 0.928)  0.438
Cl (1.050, 2.985, 3.907)  -0.254
C (-2.981, 0.550, 4.445)  -1.135
H (-2.100, -3.383, -0.766)  -0.151
H (-1.924, 3.357, -2.259)  0.444
N (-1.048, 1.969, 1.648)  2.191
H (1.556, -2.303, -1.095)  0.552
H (2.073, 0.789, 3.599)  0.703
C (-1.449, 1.164, 2.698)  -1.222
C (-2.133, 4.062, 2.393)  -1.289
C (0.755, -5.471, -2.168)  -1.154
Cl (1.689, 4.912, 1.231)  -0.253
C (5.095, -1.477, -2.975)  0.131
C (-1.500, 3.247, 1.423)  -0.889
C (-1.183, 3.771, 0.148)  0.994
H (3.171, 0.064, 0.887)  0.184
C (-2.187, -0.552, -0.244)  0.806
H (2.260, -4.038, -2.795)  0.219